[1]
This record from OMol25 describes the ion C4H5N2 with charge +1 in a non-equilibrium geometry. The level of theory is the ωB97M-V functional and the def2-TZVPD basis.

Values from the calculation:
charge: +1
LUMO energy (spin up / spin down): -8.33 / -8.42 eV
gap between HOMO and LUMO (spin up / spin down): 7.287 / 7.911 eV
strongest force on any atom: 0.1016 hartree/bohr
E_tot: -7196.1126 eV
energy relative to the best compared isomer or geometry (same formula, charge and spin): 4.439 eV

Last column: Mulliken charge in e.
Atoms and positions in Å:
C (-0.02, -0.19, -1.54)  -0.7030
C (0.07, -0.10, -0.11)  0.5283
C (-0.48, -0.97, 0.88)  -0.3275
N (-0.46, -0.27, 2.01)  -0.0414
N (0.22, 0.77, 1.97)  -0.0143
C (0.47, 1.25, 0.81)  -0.2420
H (-0.75, 0.53, -1.89)  0.3267
H (-0.13, -1.33, -1.75)  0.3438
H (1.00, 0.27, -1.74)  0.3118
H (-0.98, -1.99, 0.81)  0.3872
H (1.06, 2.05, 0.55)  0.4302


[2]
This record from OMol25 describes the ion C4H5N2O2 with charge -1 in a non-equilibrium geometry. The level of theory is the ωB97M-V functional and the def2-TZVPD basis.

Values from the calculation:
charge: -1
LUMO energy: 3.83 eV
gap between HOMO and LUMO: 7.809 eV
strongest force on any atom: 0.0675 hartree/bohr
E_tot: -11306.0889 eV
energy relative to the best compared isomer or geometry (same formula, charge and spin): 0.000 eV

Last column: Mulliken charge in e.
Atoms and positions in Å:
C (-0.27, -1.64, -0.51)  -0.9544
N (-0.35, -0.23, -0.11)  0.0839
C (0.35, 0.25, 1.08)  -0.3129
C (0.46, 1.72, 0.63)  0.4507
O (0.85, 2.63, 1.34)  -0.6986
N (-0.02, 2.01, -0.63)  -0.6811
C (-0.46, 0.78, -1.04)  0.4140
O (-0.91, 0.61, -2.17)  -0.7070
H (-0.47, -2.34, 0.31)  0.3166
H (0.75, -1.89, -0.84)  0.3257
H (-1.00, -1.85, -1.27)  0.3077
H (1.31, -0.19, 1.21)  0.2508
H (-0.24, 0.14, 1.99)  0.2045